# 1
Here is one molecule with the formula C4H7N5 from OMol25. Energies are from ωB97M-V/def2-TZVPD.

Geometry (Å):
H (-3.08988, -1.63885, -0.13624)
N (-2.11182, -1.40406, -0.25455)
C (-1.79040, 0.00082, -0.21252)
N (-0.49955, 0.64927, -0.35094)
N (-0.24629, 1.25374, 1.06550)
C (0.72304, -0.14601, -0.66151)
C (2.03748, 0.44680, -0.96431)
N (2.93434, -0.15843, -0.20158)
N (2.25524, -1.01645, 0.89989)
C (1.05234, -1.10470, 0.47387)
H (-2.45315, 1.12434, -0.37741)
H (-0.76571, 2.28584, 1.30015)
H (-0.47818, 0.72116, 1.87084)
H (0.19288, -0.57960, -1.68211)
H (1.91317, 1.40373, -1.68290)
H (0.32651, -1.83761, 0.91382)

Output
E_tot   -11704.375 eV
Orbital gap   10.19 eV
Highest occupied orbital energy   -10.0 eV
Energy above the lowest of the compared OMol25 structures with the same formula, charge and spin   9.103 eV
E_LUMO   0.192 eV
Strongest force on any atom   8.0 eV/A

***

# 2
Here is a 4-piece molecular cluster, C3H13NO4 overall from OMol25. Energies are from ωB97M-V/def2-TZVPD.

Geometry (Å):
C (-0.80389, -1.91543, -0.60331)
N (-0.91352, -1.20550, 0.67189)
C (-1.17022, 0.22826, 0.44196)
C (-0.88570, 0.84659, 1.83774)
O (-1.74383, 1.39304, 2.48022)
H (-1.62650, -1.59998, -1.25276)
H (0.12362, -1.57980, -1.08558)
H (-0.89333, -3.06492, -0.49239)
H (-1.62394, -1.59210, 1.30569)
H (-2.15536, 0.60548, -0.02136)
H (-0.39866, 0.50025, -0.17046)
H (0.02280, 0.73813, 2.17185)
O (2.07454, -0.70646, 0.73189)
H (1.33883, -0.64979, 1.28237)
H (2.75168, -1.25080, 1.19294)
O (-0.25446, 1.15449, -2.69672)
H (0.74015, 1.11554, -2.35302)
H (-0.36158, 2.10543, -2.40546)
O (1.77802, 1.71039, -0.69536)
H (1.92578, 0.79843, -0.35671)
H (2.07557, 2.36876, 0.01659)

Output
E_tot   -13000.291 eV
Orbital gap   9.83 eV
Highest occupied orbital energy   -9.5 eV
Energy above the lowest of the compared OMol25 structures with the same formula, charge and spin   2.875 eV
E_LUMO   0.356 eV
Strongest force on any atom   7.3 eV/A

***

# 3
Here is C26H40AgBrF5N5O4SSi as an isolated structure from OMol25. Energies are from ωB97M-V/def2-TZVPD.

Geometry (Å):
Ag (1.32004, -2.47863, 0.20766)
N (2.19727, -3.24644, 2.55209)
C (1.16823, -3.28781, 3.57911)
C (-0.25663, -3.53479, 3.02772)
O (-1.07942, -3.92581, 3.88240)
O (-0.46367, -3.29928, 1.81412)
H (2.38132, -4.15646, 2.14866)
H (3.07206, -2.83947, 2.85138)
H (1.14002, -2.30093, 4.05425)
H (1.34048, -4.02057, 4.37797)
N (-5.07285, 0.27555, -6.26695)
C (-3.85675, -0.04054, -5.62730)
C (-3.34760, 0.78200, -4.63319)
C (-2.16595, 0.43988, -3.98323)
C (-1.49606, -0.72116, -4.31569)
C (-2.00311, -1.55369, -5.31074)
C (-3.17559, -1.21482, -5.95615)
S (0.04304, -1.08841, -3.48360)
O (-0.46631, -2.56766, -3.10613)
O (1.05806, -1.15251, -4.54463)
N (0.34018, -3.03804, -1.98127)
C (0.90873, -4.19545, -2.28751)
N (0.77286, -4.83901, -3.48132)
C (1.45403, -5.96437, -3.59879)
C (2.25240, -6.52019, -2.61220)
C (2.28564, -5.80167, -1.41375)
N (1.63741, -4.68354, -1.22601)
H (-5.25186, 1.26772, -6.30572)
H (-5.14539, -0.12272, -7.19116)
H (-3.87917, 1.68675, -4.35922)
H (-1.77292, 1.08209, -3.20374)
H (-1.47156, -2.46444, -5.55289)
H (-3.57940, -1.86876, -6.72205)
H (1.35382, -6.47375, -4.55769)
H (2.79546, -7.44392, -2.75066)
H (2.86443, -6.16298, -0.56475)
F (3.84519, -0.98236, 1.32104)
C (3.32435, -1.36836, 0.06187)
F (3.34288, -0.15694, -0.66007)
C (4.48002, -2.15222, -0.55179)
F (4.71410, -3.28967, 0.15442)
F (5.67913, -1.48439, -0.58602)
F (4.20834, -2.51239, -1.81816)
C (1.41526, 3.00845, -0.46730)
C (0.07759, 3.27582, 0.24727)
C (0.05736, 4.75180, 0.67139)
C (-1.00974, 3.07551, -0.82016)
Si (-0.22214, 2.07644, 1.72814)
Br (0.39622, 0.11599, 1.02623)
C (-2.07909, 1.94306, 2.21121)
C (-2.23004, 1.17824, 3.53530)
C (-2.88703, 1.13704, 1.17942)
C (-2.74571, 3.31660, 2.37420)
C (0.91695, 2.45465, 3.23355)
C (1.07679, 1.24443, 4.16951)
C (0.40941, 3.63795, 4.07153)
C (2.33456, 2.78893, 2.74380)
H (1.45696, 3.65428, -1.35266)
H (1.52300, 1.97873, -0.80284)
H (2.28404, 3.24262, 0.14369)
H (0.16699, 5.38163, -0.22048)
H (0.88167, 5.00079, 1.34001)
H (-0.87221, 5.04546, 1.16243)
H (-0.75425, 3.68731, -1.69299)
H (-1.99981, 3.38506, -0.48456)
H (-1.06713, 2.03809, -1.15394)
H (-1.75736, 0.19577, 3.50078)
H (-3.29799, 1.01718, 3.72095)
H (-1.83196, 1.72422, 4.39078)
H (-2.50615, 0.12281, 1.06852)
H (-2.91438, 1.59287, 0.19169)
H (-3.92055, 1.06880, 1.53800)
H (-2.24394, 3.95152, 3.10665)
H (-3.77705, 3.17384, 2.72013)
H (-2.79780, 3.86866, 1.43540)
H (0.15568, 0.95474, 4.66958)
H (1.80255, 1.51134, 4.94665)
H (1.45864, 0.36916, 3.64669)
H (-0.54387, 3.42840, 4.55791)
H (0.29342, 4.55379, 3.48951)
H (1.13604, 3.84895, 4.86628)
H (2.75036, 2.00187, 2.11187)
H (2.98708, 2.88707, 3.61909)
H (2.38240, 3.73032, 2.19645)

Output
E_tot   -149595.496 eV
Orbital gap   5.45 eV
Highest occupied orbital energy   -1.5 eV
Energy above the lowest of the compared OMol25 structures with the same formula, charge and spin   2.147 eV
E_LUMO   3.914 eV
Total charge   -2
Strongest force on any atom   0.5 eV/A

***

# 4
Here is a 2-piece molecular cluster, C2H4N3 overall from OMol25. Energies are from ωB97M-V/def2-TZVPD.

Geometry (Å):
C (3.05807, 0.01513, 0.01447)
C (0.60508, -0.01425, -0.06766)
N (4.18449, 0.02030, -0.03208)
N (0.12990, 1.17580, -0.10832)
N (0.10338, -1.19098, 0.00006)
H (0.73378, 1.98678, -0.16221)
H (-0.87353, 1.36888, -0.07978)
H (0.68995, -2.01536, 0.03355)
H (-0.90471, -1.35710, 0.03225)

Output
E_tot   -6595.435 eV
Orbital gap (spin up / spin down)   11.33 / 7.27 eV
Highest occupied orbital energy (spin up / spin down)   -15.2 / -17.0 eV
2S+1   3
Energy above the lowest of the compared OMol25 structures with the same formula, charge and spin   0.000 eV
E_LUMO (spin up / spin down)   -3.859 / -9.715 eV
Total charge   +1
Strongest force on any atom   5.5 eV/A

***

# 5
Here is a 2-piece molecular cluster, C2H3N4 overall from OMol25. Energies are from ωB97M-V/def2-TZVPD.

Geometry (Å):
C (-1.77674, -0.18130, -0.23630)
C (-1.52803, 0.92851, 0.54830)
N (-2.34159, -1.04495, -0.75386)
N (2.85222, -0.83933, -0.00467)
N (0.96511, 0.36014, -0.39484)
N (1.91598, -0.23771, -0.32357)
H (-1.72446, 1.88451, 0.15577)
H (-1.49266, 0.72174, 1.58174)
H (3.13016, -1.59160, -0.57258)

Output
E_tot   -8069.014 eV
Orbital gap (spin up / spin down)   5.19 / 5.18 eV
Highest occupied orbital energy (spin up / spin down)   -14.6 / -14.6 eV
Energy above the lowest of the compared OMol25 structures with the same formula, charge and spin   2.573 eV
E_LUMO (spin up / spin down)   -9.455 / -9.459 eV
Total charge   +1
Strongest force on any atom   4.0 eV/A

***

# 6
Here is one molecule with the formula C4H13N2S from OMol25. Energies are from ωB97M-V/def2-TZVPD.

Geometry (Å):
C (0.46679, 0.35851, -1.17566)
N (-0.17602, 0.08104, 0.18221)
C (-1.61255, 0.41533, 0.45359)
C (-2.11040, -0.54293, 1.63140)
S (-1.57830, -2.28531, 1.21449)
C (1.97782, 0.01694, -0.93376)
N (2.98793, 0.99388, -0.56025)
H (0.23117, 1.45744, -1.25812)
H (0.07483, -0.23315, -2.02838)
H (0.06509, -0.90490, 0.50781)
H (-2.33400, 0.12755, -0.39053)
H (-1.80514, 1.49112, 0.43986)
H (-1.56726, -0.28460, 2.51701)
H (-3.18778, -0.52714, 1.89271)
H (-2.76544, -2.68210, 0.70171)
H (2.31667, -0.17443, -2.05092)
H (2.12457, -0.95447, -0.28947)
H (3.80212, 1.09474, -1.28094)
H (0.43713, 0.62775, 0.83373)
H (2.65276, 1.92473, -0.40648)

Output
E_tot   -18168.889 eV
Orbital gap (spin up / spin down)   3.61 / 9.75 eV
Highest occupied orbital energy (spin up / spin down)   -2.9 / -9.2 eV
2S+1   2
Energy above the lowest of the compared OMol25 structures with the same formula, charge and spin   4.081 eV
E_LUMO (spin up / spin down)   0.720 / 0.510 eV
Strongest force on any atom   3.9 eV/A

***

# 7
Here is one molecule with the formula C3H5FN2 from OMol25. Energies are from ωB97M-V/def2-TZVPD.

Geometry (Å):
H (-1.71510, -1.87154, 0.16937)
N (-2.20300, -0.90560, -0.05518)
C (-1.19667, -0.08916, -0.02551)
N (-1.10212, 1.37503, 0.03904)
C (0.20230, -0.63965, 0.02419)
C (1.32431, 0.14432, -0.21241)
F (2.59252, -0.16095, 0.08634)
H (-1.97734, 1.99470, 0.08595)
H (-0.38596, 1.83789, 0.49810)
H (0.56178, -1.57051, 0.32794)
H (1.34010, 1.27894, -0.46303)

Output
E_tot   -8887.577 eV
Orbital gap   10.10 eV
Highest occupied orbital energy   -9.4 eV
Energy above the lowest of the compared OMol25 structures with the same formula, charge and spin   1.569 eV
E_LUMO   0.665 eV
Strongest force on any atom   5.5 eV/A